[1]
Below is a molecular structure, C25H23Br2CaN4, with properties calculated with wB97M-V/def2-TZVPD.

Properties
HOMO-LUMO gap (alpha / beta): 3.914 / 3.938 eV
Total charge: -1
Highest occupied orbital energy (alpha / beta): -2.04 / -2.06 eV
Relative energy (zero: lowest compared OMol25 entry of this formula, charge and spin): 28.5 kcal/mol
LUMO energy (alpha / beta): 1.872 / 1.882 eV

Atoms and positions in Å:
Br1 -1.619192 -5.983730 1.793578
Br2 5.143731 -2.033342 1.689974
Ca1 -0.764927 0.110473 -0.927951
N1 -0.745615 5.095515 0.702329
N2 1.586700 0.021249 -0.582270
N3 -1.739956 -2.025933 -0.753186
N4 0.565187 -2.029546 -1.102693
C1 -2.318641 0.857766 3.336983
C2 -0.568540 -2.717449 -0.516553
C3 1.677060 -3.788626 -2.437669
C4 1.044689 -2.553447 -2.359871
C5 1.387810 -2.266288 -4.736541
C6 3.824646 0.131544 0.302613
C7 -0.975701 3.696808 0.387194
C8 -2.052407 0.477272 2.020391
C9 2.014383 -3.500594 -4.807431
C10 1.596891 -1.359791 -0.341337
C11 -2.165124 2.184662 3.698505
C12 -2.907279 -3.813119 0.388244
C13 -1.740861 3.112498 2.749813
C14 0.905935 -1.802538 -3.519710
C15 -0.481417 -3.891517 0.168284
C16 3.751373 -1.258134 0.648236
C17 2.154400 -4.258662 -3.650197
C18 -1.471310 2.716677 1.444226
C19 2.645697 -1.997914 0.285584
C20 2.737414 0.690770 -0.296234
C21 -1.919122 5.893599 0.969961
C22 -1.679179 -4.487349 0.620600
C23 -2.892449 -2.630585 -0.284520
C24 -1.627912 1.379069 1.036873
C25 0.378641 5.381072 1.565089
H1 1.792710 -4.384524 -1.542128
H2 2.747645 1.743695 -0.560944
H3 2.598615 -3.063928 0.472449
H4 -2.365811 2.507243 4.714060
H5 -1.621277 4.143544 3.060476
H6 -2.684759 5.668645 0.225023
H7 -3.818311 -2.101595 -0.477368
H8 2.643174 -5.224415 -3.691429
H9 -3.842651 -4.232584 0.732546
H10 -2.365228 5.738621 1.962789
H11 0.201744 5.180701 2.630964
H12 -0.029765 3.300496 -0.002589
H13 0.650885 6.435930 1.464758
H14 4.714255 0.711961 0.497684
H15 1.233092 4.778091 1.253794
H16 0.479424 -4.354637 0.342921
H17 -1.685252 3.670489 -0.447788
H18 -2.639082 0.123714 4.068437
H19 2.392725 -3.872739 -5.750708
H20 -1.661374 6.953283 0.883109
H21 -2.184419 -0.573473 1.762738
H22 0.424665 -0.833608 -3.461007
H23 1.274071 -1.665321 -5.630098

Atoms 1-3, force components in eV/Å:
Br 0.0 0.1 0.0
Br -0.1 0.0 0.0
Ca 0.1 0.0 0.5

[2]
Below is C8H9NO2S in the gas phase, with properties calculated with wB97M-V/def2-TZVPD.

Properties
HOMO-LUMO gap: 8.984 eV
SMILES: CC(=O)N[C@@]12C=CC=C[C@]1(O)S2
Highest occupied orbital energy: -8.64 eV
Relative energy (zero: lowest compared OMol25 entry of this formula, charge and spin): 75.2 kcal/mol
LUMO energy: 0.340 eV

Atoms and positions in Å:
S1 0.021942 0.270788 -2.566486
O1 0.442675 0.401427 2.032974
O2 -2.128569 0.076832 -0.846812
N1 0.118057 1.468889 0.060706
C1 0.282167 0.258251 -0.682666
C2 -0.883022 -2.025386 -1.194803
C3 -0.004823 2.767652 2.009618
C4 -0.894651 -0.516185 -1.075370
C5 1.365605 -2.145324 -0.401905
C6 0.184512 -2.737197 -0.829316
C7 0.160920 1.393473 1.403296
C8 1.600358 -0.862573 -0.263361
H1 -1.975456 -2.405923 -1.451928
H2 2.233025 -2.749764 0.063348
H3 0.674645 2.886257 2.775210
H4 -0.952258 3.096549 2.381567
H5 0.124736 -3.834706 -1.036021
H6 2.440255 -0.185324 0.021136
H7 0.438030 3.464941 1.260326
H8 -2.725701 -0.559877 -1.132537
H9 -0.522444 1.937200 -0.526975

Atoms 1-3, force components in eV/Å:
S 0.2 0.4 1.3
O 0.1 -0.3 -0.1
O 2.2 1.1 1.0

[3]
Below is 2 unconnected molecules or ions with the total composition C6H7NS, with properties calculated with wB97M-V/def2-TZVPD.

Properties
HOMO-LUMO gap: 9.202 eV
SMILES: C=C(S)C#N.C=C=C
Highest occupied orbital energy: -9.15 eV
Relative energy (zero: lowest compared OMol25 entry of this formula, charge and spin): 95.5 kcal/mol
LUMO energy: 0.055 eV

Atoms and positions in Å:
S1 -2.344244 0.655319 -1.575266
N1 1.081418 1.635633 -2.094401
C1 -0.355299 -1.356201 -1.381285
C2 1.004815 2.149043 1.043345
C3 0.281153 0.823305 -2.041313
C4 -0.738307 -0.051336 -1.588611
C5 -0.163769 -0.071437 1.328227
C6 0.460671 1.012426 1.216614
H1 -2.094407 1.994037 -1.704118
H2 0.633557 -1.481965 -1.449958
H3 0.047952 -1.075505 1.148337
H4 -1.217979 -0.181406 1.581232
H5 0.957273 2.536544 0.043091
H6 -0.992375 -2.161618 -1.081628
H7 1.614090 2.624441 1.836954

Atoms 1-3, force components in eV/Å:
S -0.7 0.0 0.1
N 0.9 0.7 -0.8
C -4.0 3.1 -0.2

[4]
Below is a molecular structure, C34H38BrF5HgI2NO3Sb2, with properties calculated with wB97M-V/def2-TZVPD.

Properties
HOMO-LUMO gap (alpha / beta): 5.755 / 5.266 eV
Total charge: -2
Multiplicity: 2
Highest occupied orbital energy (alpha / beta): -2.19 / -2.19 eV
Relative energy (zero: lowest compared OMol25 entry of this formula, charge and spin): 11.0 kcal/mol
⟨S²⟩: 0.77
LUMO energy (alpha / beta): 3.569 / 3.076 eV

Atoms and positions in Å:
Hg1 0.933223 0.469714 1.305193
I1 3.528539 5.682120 3.479523
I2 2.033411 2.708259 2.187715
Sb1 0.644627 -0.602271 -2.409593
Sb2 1.098043 3.213811 -1.481344
Br1 -7.192986 -0.132537 -1.074814
F1 -3.058987 -4.881699 2.209543
F2 -2.503187 -1.277202 5.184051
F3 -0.781996 -0.119910 3.492140
F4 -3.679646 -3.667952 4.579311
F5 -1.325343 -3.752522 0.500909
O1 -0.138936 -1.381646 1.052886
O2 -1.816204 0.443579 -1.597862
O3 -1.074018 1.431115 0.279936
N1 -4.806246 1.109786 2.031153
C1 -2.500118 -3.699849 2.519284
C2 2.193790 -1.631376 -3.573055
C3 -0.787497 -2.108604 -2.941105
C4 1.287410 -4.092496 2.939564
C5 -1.876054 3.724686 -3.978662
C6 -5.667275 0.392117 -0.065073
C7 2.982102 -2.705190 1.533675
C8 -4.418759 0.439061 -0.651325
C9 -3.114740 3.185173 -4.282923
C10 -0.825019 1.573678 -4.230835
C11 -3.599018 1.168167 1.467291
C12 3.005528 -3.653281 0.389010
C13 0.584051 3.583548 -3.584328
C14 -1.949785 0.905908 -0.449190
C15 -0.519675 4.403414 -0.750589
C16 4.083307 0.116493 3.625887
C17 -0.715933 2.946613 -3.954298
C18 -2.217006 -1.884621 4.024040
C19 -2.812901 -3.093813 3.723166
C20 -5.825344 0.727187 1.269466
C21 2.532354 4.822611 -1.419050
C22 1.805791 -1.589837 4.933304
C23 0.350714 0.655443 -4.176680
C24 -2.074967 1.049055 -4.556926
C25 -3.352836 0.840055 0.138912
C26 -0.972898 -1.881416 1.912562
C27 4.617271 -0.913797 0.659703
C28 3.386422 -1.005962 2.948743
C29 -3.214154 1.833486 -4.584250
C30 -1.330267 -1.298162 3.140957
C31 2.410306 -1.867890 3.593164
C32 -1.613555 -3.107430 1.644925
C33 2.183847 -2.916106 2.755795
C34 3.691926 -1.533916 1.661879
H1 2.138441 5.700775 -1.933840
H2 3.378718 -3.170528 -0.511549
H3 3.071390 -0.993635 -3.702836
H4 -1.463630 3.957540 -1.060904
H5 -1.787550 -1.727565 -2.747621
H6 4.939034 -0.279239 4.188907
H7 -1.793652 4.781336 -3.746926
H8 2.009051 -4.049625 0.178674
H9 0.538804 4.665653 -3.722251
H10 -2.771390 1.490056 2.088234
H11 4.459292 0.858827 2.924651
H12 0.303834 -0.070258 -4.992654
H13 4.261019 -1.082829 -0.359166
H14 1.474055 -0.551969 5.005909
H15 1.412192 3.201505 -4.183718
H16 1.796439 -1.887275 -4.558477
H17 1.855095 -5.029077 2.924847
H18 -6.805222 0.684533 1.732043
H19 2.727828 5.072861 -0.375154
H20 2.503688 -2.550150 -3.077415
H21 -0.670134 -2.376934 -3.993009
H22 0.743712 -4.044500 3.883263
H23 -0.435689 5.420919 -1.135912
H24 -0.614166 -2.987317 -2.319634
H25 2.514822 -1.760536 5.749977
H26 3.657549 -4.509905 0.597957
H27 -2.150598 -0.014736 -4.756584
H28 -4.174915 1.390500 -4.818799
H29 0.934530 -2.221268 5.113448
H30 -3.995534 3.816408 -4.283511
H31 -4.239716 0.182936 -1.687283
H32 1.293036 1.194244 -4.280805
H33 3.435007 0.635320 4.331291
H34 -0.472610 4.410179 0.337118
H35 4.676607 0.166474 0.801257
H36 5.635629 -1.311163 0.722411
H37 3.471271 4.520404 -1.884112
H38 0.556437 -4.157535 2.130423

Atoms 1-3, force components in eV/Å:
Hg -0.1 0.4 0.1
I 0.1 0.1 0.0
I -0.1 -0.4 -0.2

[5]
Below is a molecular structure, C20H28NO2SZr, with properties calculated with wB97M-V/def2-TZVPD.

Properties
HOMO-LUMO gap: 7.127 eV
Total charge: +1
Highest occupied orbital energy: -10.70 eV
Relative energy (zero: lowest compared OMol25 entry of this formula, charge and spin): 28.3 kcal/mol
LUMO energy: -3.577 eV

Atoms and positions in Å:
Zr1 0.057933 -0.056967 -0.133941
S1 -3.941334 2.284984 -1.350793
O1 2.142169 -0.732086 -0.239070
O2 6.463110 -1.832317 -1.702800
N1 -1.382225 1.464861 -0.719653
C1 0.602947 0.245752 2.050972
C2 7.354289 -2.673903 -0.905554
C3 -0.667082 -2.051049 0.742753
C4 2.737057 -2.585961 1.349838
C5 -1.898817 -1.381811 0.434653
C6 -1.980867 -1.241651 -0.981016
C7 0.314334 2.436564 1.276538
C8 -2.506022 1.823315 -0.911433
C9 7.019616 -1.485078 -2.984579
C10 -0.810330 0.579239 2.044362
C11 4.161222 -0.464561 1.179076
C12 2.873244 -1.048258 -1.552435
C13 -0.884252 -1.932353 -1.579355
C14 8.353851 -2.229263 -3.120201
C15 3.891840 -1.907932 -0.842104
C16 1.310799 1.438824 1.535740
C17 3.249290 -1.458761 0.486576
C18 8.647105 -2.843478 -1.719243
C19 -0.990549 1.908885 1.546360
C20 -0.127738 -2.506075 -0.514438
H1 6.283932 -1.766404 -3.758819
H2 4.902775 -1.519552 -1.001391
H3 -2.679167 -1.087767 1.130776
H4 6.837584 -3.642892 -0.731089
H5 9.140029 -1.532047 -3.404712
H6 2.205985 -1.586985 -2.228081
H7 -1.640378 0.095135 2.561694
H8 4.399254 0.347865 0.473947
H9 1.089726 -0.614507 2.547214
H10 0.470436 3.391307 0.782850
H11 -0.741318 -2.130500 -2.643322
H12 2.281439 -3.377237 0.752005
H13 5.089290 -0.947442 1.522583
H14 2.397010 1.631130 1.558739
H15 8.247388 -3.024148 -3.860502
H16 3.544857 -3.019823 1.951288
H17 3.213555 -0.086290 -1.947722
H18 -0.350225 -2.334610 1.735045
H19 7.152648 -0.391327 -2.971672
H20 0.703695 -3.191090 -0.609963
H21 -2.035070 2.331867 1.507977
H22 8.922951 -3.898613 -1.786715
H23 9.434837 -2.262595 -1.237670
H24 1.995019 -2.205505 2.046177
H25 7.505170 -2.159275 0.069115
H26 3.632876 -0.046969 2.038391
H27 3.830058 -2.995776 -1.055500
H28 -2.769301 -0.758067 -1.536676

Atoms 1-3, force components in eV/Å:
Zr -1.3 2.5 0.5
S -0.7 0.2 0.3
O 1.0 -0.3 -1.5